No. 1
Formula: C30H51N3O2OsPS3
Source: the OMol25 dataset
Level of theory: ωB97M-V/def2-TZVPD

Values from the calculation:
* Kohn-Sham gap: 5.2 eV
* net charge: +3

Structure (XYZ):
```
91
Properties=species:S:1:pos:R:3:forces:R:3:lowdin_charge:R:1
Os 1.080171 1.230860 -1.638358 0.0413 -0.3484 1.7915 0.690
C 3.755705 -0.767483 -2.158120 0.0829 -0.0113 -0.0135 -0.415
C 4.263279 0.555395 -1.596770 -0.0548 -0.0784 -0.0156 -0.443
S 3.252521 1.996613 -2.034158 0.1046 0.0283 -0.1200 0.850
C 3.395374 2.053429 -3.864325 -0.1054 0.1207 -0.0869 -0.407
C 2.063407 2.470472 -4.468026 0.1207 -0.0181 0.0207 -0.409
S 0.611529 1.643809 -3.725566 -0.4284 0.2705 -1.1567 0.846
C 0.559851 0.017642 -4.530318 0.1216 -0.1213 0.0095 -0.432
C 1.703191 -0.891177 -4.117179 -0.1800 0.0265 -0.0439 -0.412
S 1.922323 -0.870305 -2.278048 -0.0664 0.0772 -0.1690 0.839
H 4.075791 -1.583609 -1.511287 -0.0437 0.0033 0.0023 0.083
H 4.153614 -0.976247 -3.149678 -0.0010 0.0198 0.0043 0.090
H 5.299267 0.735961 -1.885966 -0.0250 0.0218 -0.0548 0.112
H 4.228348 0.555331 -0.507089 0.0097 0.0074 0.0130 0.068
H 3.733731 1.086881 -4.226264 -0.0370 -0.0436 0.0497 0.075
H 4.160102 2.785244 -4.123074 0.0013 0.0144 0.0943 0.107
H 2.026220 2.316703 -5.547912 0.0310 -0.0663 0.0327 0.112
H 1.873244 3.531733 -4.297022 -0.0014 -0.0165 0.0350 0.091
H 0.514213 0.164124 -5.611091 0.0882 0.0068 0.0235 0.111
H -0.405025 -0.391031 -4.224323 0.0029 0.0027 0.0040 0.087
H 2.634912 -0.602372 -4.594509 0.0162 0.0339 0.0394 0.075
H 1.490793 -1.915803 -4.419253 -0.0030 -0.0270 0.1114 0.103
O -5.491054 1.158769 0.516741 -0.0311 -0.0070 -0.0055 -0.022
C -4.924542 -0.099905 0.270532 0.0377 -0.0022 0.0562 -0.179
C -3.496521 0.146036 -0.141135 -0.1978 -0.0143 -0.0623 -0.129
C -2.515137 -0.832287 -0.065536 0.0811 0.1321 -0.0900 0.160
C -1.120527 -0.628740 -0.468595 0.2459 -0.4061 0.2059 -0.447
N -0.832964 0.694015 -0.999648 0.1149 0.1073 -0.6010 -0.018
C -1.725351 1.632527 -0.951643 0.2195 0.3745 0.0615 -0.156
C -3.080266 1.392856 -0.537966 -0.0500 -0.2526 0.1466 0.189
C -1.228208 3.004762 -1.170929 0.0076 0.0254 -0.1115 -0.198
C -2.042820 4.112080 -1.295815 0.0785 -0.0174 0.0887 0.089
C -1.463368 5.377331 -1.381817 0.0833 0.0238 0.0242 -0.124
C -2.314895 6.605927 -1.513297 0.0361 -0.0379 -0.0011 -0.187
O -3.652837 6.194838 -1.618439 -0.0366 0.0405 0.0110 -0.035
C -0.076677 5.459841 -1.319310 -0.0224 -0.0292 0.0569 0.046
C 0.677690 4.304455 -1.226036 -0.0257 0.0121 0.0628 -0.085
N 0.124428 3.087768 -1.171390 0.0241 -0.0822 -0.2161 -0.086
H -6.415330 1.068248 0.777230 -0.0026 0.0130 -0.0199 0.127
H -5.437468 -0.630004 -0.542456 0.0210 -0.0210 0.0266 0.153
H -4.937240 -0.749075 1.153844 -0.0012 0.0269 0.0053 0.140
H -2.748496 -1.816275 0.315769 -0.0326 -0.0174 0.0229 0.109
H -0.989162 -1.329605 -1.337543 -0.1216 0.1000 -0.0268 0.161
H -3.785402 2.212529 -0.496022 -0.0305 0.0071 -0.0313 0.142
H -3.119283 4.030948 -1.325197 -0.0081 0.0285 -0.0169 0.128
H -1.980731 7.166817 -2.394611 -0.0234 -0.0010 0.0151 0.149
H -2.142297 7.238970 -0.633970 -0.0014 -0.0063 -0.0202 0.151
H -4.229866 6.965182 -1.662747 -0.0105 -0.0110 -0.0105 0.120
H 0.429160 6.416200 -1.345012 -0.0077 0.0174 -0.0196 0.144
H 1.758415 4.342954 -1.184689 -0.0070 0.0160 -0.0408 0.107
C -2.145297 -3.657042 1.731625 0.0344 -0.0093 0.0171 -0.067
C -0.607833 -3.579926 1.566017 0.0897 -0.0701 0.1595 -0.576
C -0.293833 -4.064774 0.135925 -0.0033 0.0142 0.0051 -0.064
C 0.010481 -4.576415 2.564265 -0.0961 -0.0675 -0.0529 -0.055
P 0.078131 -1.851074 1.819262 -0.3513 1.1551 -0.8037 1.075
N -0.137521 -0.848964 0.542770 0.1887 -0.4000 0.2137 -0.118
C -0.687031 -0.969406 3.311030 0.1827 -0.5543 0.2297 -0.589
C -0.878370 -1.900507 4.520596 -0.0462 0.1999 0.0954 -0.058
C 0.168524 0.224115 3.754573 -0.0368 0.0561 -0.0072 -0.075
C -2.038452 -0.361892 2.927709 -0.1047 -0.0958 -0.0367 -0.079
C 1.958557 -1.880272 1.948746 -0.1242 -0.1726 0.1372 -0.569
C 2.456093 -2.395547 3.316422 0.1805 0.0480 -0.0709 -0.046
C 2.558989 -2.773845 0.849650 0.0210 0.0358 0.0405 -0.083
C 2.526427 -0.467597 1.723809 0.0485 0.0671 0.0175 -0.090
H -2.391359 -4.655609 2.093981 -0.0298 -0.0114 -0.0446 0.108
H -2.651512 -3.561277 0.770246 -0.0347 -0.0269 0.0211 0.072
H -2.578688 -2.957720 2.437429 0.0311 -0.0144 0.0795 0.054
H -0.988556 -4.871376 -0.103069 0.0353 -0.0413 0.0084 0.103
H 0.709341 -4.466870 0.034505 0.0203 0.0490 -0.0020 0.076
H -0.428352 -3.284790 -0.616881 0.0072 0.0144 0.0022 0.061
H -0.338892 -5.570931 2.279674 -0.0008 -0.0144 0.0488 0.108
H -0.303896 -4.402679 3.591237 0.0290 0.0371 -0.0033 0.084
H 1.092600 -4.602690 2.529181 0.0913 0.0201 -0.0245 0.058
H 0.062874 -2.274860 4.917608 -0.0510 -0.0457 -0.0107 0.077
H -1.531604 -2.745131 4.324537 -0.0554 -0.0641 -0.0675 0.073
H -1.346046 -1.315692 5.316050 0.0126 -0.0413 0.0227 0.104
H 1.160174 -0.044175 4.100838 0.0299 -0.0789 0.0575 0.071
H -0.345440 0.687015 4.599474 0.0137 0.0219 -0.0155 0.104
H 0.247548 0.976495 2.969096 0.0740 -0.0119 -0.0506 0.086
H -2.805177 -1.101037 2.693694 -0.0029 0.0610 -0.0299 0.065
H -1.931599 0.344121 2.104300 0.0396 0.0221 0.0244 0.069
H -2.405566 0.203725 3.786453 -0.0187 -0.0163 -0.0050 0.110
H 2.558741 -3.477301 3.335838 -0.0377 0.0004 0.0085 0.082
H 1.841955 -2.105644 4.160931 -0.0187 0.1036 0.0065 0.058
H 3.450088 -1.979909 3.490207 0.0296 -0.0542 0.0292 0.105
H 2.427176 -3.831915 1.050642 -0.0655 -0.0677 -0.0048 0.074
H 3.637066 -2.597964 0.835234 0.0188 -0.0304 0.0397 0.097
H 2.166164 -2.552494 -0.142146 -0.0839 0.0380 0.0131 0.032
H 2.394883 0.196636 2.572420 -0.0290 -0.0114 -0.0861 0.070
H 2.094988 0.008044 0.837617 -0.0037 -0.0178 -0.0490 0.035
H 3.602408 -0.586160 1.576532 0.0021 0.0523 0.0066 0.090
```
Positions in Å, forces in eV/Å.

---

No. 2
Formula: C3H7O2
Source: the OMol25 dataset
Level of theory: ωB97M-V/def2-TZVPD

Values from the calculation:
* Kohn-Sham gap: 6.6 eV
* net charge: -1

Structure (XYZ):
```
12
Properties=species:S:1:pos:R:3:forces:R:3:lowdin_charge:R:1
C 1.541003 0.393957 0.170677 0.7628 0.9279 0.5769 -0.129
O 2.575865 1.025294 0.271045 0.1200 -0.3057 -0.3924 -0.071
H 0.723421 0.692636 0.830400 -0.4341 -0.5127 -0.2504 0.047
H 1.422553 -0.429314 -0.540996 -0.2514 -0.0520 0.0778 0.063
H 2.196123 -1.202503 -3.682965 0.0009 0.0255 -0.0039 0.004
C -1.606425 0.134999 1.790939 -0.5052 0.4587 -0.0911 -0.143
C -1.770262 -0.143245 0.437110 -0.7500 -1.3853 -0.2348 -0.557
O -1.032905 -0.534658 -0.515987 0.6238 1.0126 0.2426 -0.221
H -2.534620 0.020772 2.347645 -0.0603 0.5260 -0.0310 -0.030
H -0.855510 0.713140 2.319326 0.5473 -0.5566 -0.2150 -0.029
H -2.858170 -0.204582 0.160588 -0.0516 -0.1135 0.3108 0.059
H 2.198928 -0.466498 -3.587777 -0.0022 -0.0248 0.0104 0.006
```
Positions in Å, forces in eV/Å.

---

No. 3
Formula: C3H2F2O2
Source: the OMol25 dataset
Level of theory: ωB97M-V/def2-TZVPD

Values from the calculation:
* Kohn-Sham gap: 9.5 eV
* SMILES: O=C=CF.O=CF

Structure (XYZ):
```
9
Properties=species:S:1:pos:R:3:forces:R:3:lowdin_charge:R:1
O -2.758225 -0.071545 -0.856001 -0.1648 -0.1822 -0.1145 0.196
C -1.870846 -0.094967 -0.112063 -0.0217 0.8356 -0.0237 -0.117
C -0.851604 -0.125278 0.720188 -1.9571 0.0297 -1.3180 -0.218
F -0.249683 0.917723 1.213904 0.3265 1.9135 0.8626 0.059
H -0.530651 -1.052372 0.983470 1.0271 -2.4351 0.9464 0.095
O 1.919896 -0.256053 0.582083 0.5729 0.5059 -0.0025 0.103
C 1.565650 0.068800 -0.500581 0.6871 -0.7827 1.5790 -0.357
F 1.491175 1.345930 -0.868614 -0.0900 -0.4217 -0.5071 0.100
H 1.284287 -0.732240 -1.162386 -0.3800 0.5369 -1.4221 0.140
```
Positions in Å, forces in eV/Å.

---

No. 4
Formula: C5H14PS
Source: the OMol25 dataset
Level of theory: ωB97M-V/def2-TZVPD

Values from the calculation:
* Kohn-Sham gap (spin up / spin down): 7.6 / 7.5 eV
* net charge: +1

Structure (XYZ):
```
21
Properties=species:S:1:pos:R:3:forces:R:3:lowdin_charge:R:1
C -0.759935 -1.469744 -1.834339 1.8893 -1.7935 -1.4784 -0.135
C -0.894739 1.780238 2.010134 -0.6940 2.1490 0.0352 -0.183
C 2.885693 0.479438 1.167926 -3.7289 -1.0149 -1.0132 0.261
C 0.258111 -1.274983 -0.706147 -0.6698 0.4952 0.1742 -0.442
C -1.033881 0.558215 1.109980 -0.8977 0.0982 1.3216 -0.471
P 0.335239 0.376782 -0.034709 0.9498 1.8005 -0.0898 0.744
S 0.068490 1.878864 -1.616366 0.4615 -2.0716 0.0887 0.477
H -0.589111 -0.902759 -2.796036 -0.2102 -0.0264 1.4481 0.072
H -0.539721 -2.516480 -2.222939 -0.9128 0.9574 0.7045 0.109
H -1.736096 -1.352182 -1.432649 -0.9862 -0.0626 -0.1720 0.065
H -1.675159 1.711263 2.806943 1.0663 -0.1666 -0.1874 0.089
H 0.161246 1.874624 2.396884 -1.3275 0.1143 -0.0931 0.074
H -1.243860 2.771739 1.505305 1.0866 -1.6875 0.4730 0.108
H 3.231861 0.413088 0.217095 1.5515 -0.1195 -2.5800 -0.017
H 2.573022 -0.414479 1.602512 0.1071 -1.2215 1.2338 0.003
H 2.831160 1.393438 1.614376 0.0661 2.2104 1.4777 -0.002
H 1.256745 -1.361086 -1.013491 1.4915 -0.8086 -0.8837 0.051
H 0.143646 -1.938621 0.180691 -0.2142 0.2722 -0.6765 0.113
H -2.098683 0.578395 0.733325 1.3557 -0.4673 -0.2861 0.124
H -0.900697 -0.311284 1.801281 -0.2543 0.2652 -0.6704 0.100
H 0.246270 0.934059 -2.651767 -0.1298 1.0776 1.1740 -0.139
```
Positions in Å, forces in eV/Å.

---

No. 5
Formula: C6H39NO14
Source: the OMol25 dataset
Level of theory: ωB97M-V/def2-TZVPD

Values from the calculation:
* Kohn-Sham gap: 9.8 eV

Structure (XYZ):
```
60
Properties=species:S:1:pos:R:3:forces:R:3:lowdin_charge:R:1
O 0.593698 -0.117159 3.703733 0.1024 1.2818 0.2983 0.005
C 0.341714 1.011798 3.280963 2.3824 -3.0670 -1.8489 -0.185
C 1.277578 1.641964 2.242497 -0.9589 3.5879 1.4698 -0.152
C 0.899956 1.558304 0.778499 -2.8048 -2.9074 -0.3053 -0.170
C 0.371930 0.067695 0.650253 0.5839 -1.5269 -1.7424 -0.144
C 0.378922 -0.511025 -0.847618 1.0417 0.6961 1.9036 -0.213
N -0.436397 0.337525 -1.698619 0.3707 0.6059 -1.1232 -0.142
C -0.077803 -0.034084 -3.089989 0.9439 1.3647 1.1195 -0.062
H -0.607042 1.382163 3.516588 -1.5793 1.3880 0.4937 0.106
H 2.246653 1.251441 2.401359 0.9922 -0.7607 0.1664 0.091
H 1.346692 2.741872 2.529567 0.0279 -1.1443 -0.3091 0.123
H 0.070923 2.193660 0.339547 1.3109 -0.5111 1.3361 0.070
H 1.724473 1.567672 0.121449 1.2986 0.7760 -0.4030 0.076
H -0.679343 0.051222 0.879060 -0.4660 -0.0744 0.7538 0.074
H 0.922238 -0.703010 1.310419 -1.0398 1.5125 -1.0942 0.106
H 1.458193 -0.545859 -1.190369 -1.1378 -0.2343 0.1515 0.095
H -0.074619 -1.534907 -0.886715 0.6101 0.6543 0.0789 0.112
H -0.194217 1.344989 -1.556387 -0.0084 -1.1395 -0.0801 0.081
H -0.605855 0.459202 -3.847550 -1.3549 1.1185 -0.7755 0.065
H 0.960058 0.335208 -3.237134 -0.3715 -1.1827 -0.2385 0.065
H -0.294722 -1.065690 -3.267556 0.5375 -0.8293 0.1022 0.078
H 2.726926 -1.692697 0.480023 0.7608 -0.5154 -0.4155 -0.042
H 3.962018 -2.228417 -0.481227 -2.3580 0.6773 0.6575 0.091
O 2.964418 -2.063804 -0.397669 1.7381 -0.5928 -1.0831 -0.125
H -3.160939 -1.100025 -1.101509 0.2372 0.9740 0.0491 0.016
H -1.990641 -0.045165 -1.290152 -1.6261 0.2014 0.2657 0.025
O -2.992783 -0.114317 -1.014963 1.3415 -0.8681 -0.6020 -0.142
H -0.558385 -4.864272 -1.862033 0.2551 -0.7487 0.6587 0.048
H -0.340561 -3.654278 -2.707486 -0.7391 -0.4381 0.0939 0.066
O -1.048254 -4.269574 -2.414279 0.6204 1.2209 -0.6576 -0.034
H 0.030809 4.022909 -0.968831 -0.6579 0.8170 0.4036 0.006
H 0.347967 3.632478 -2.466479 0.2471 -0.2185 2.3597 0.112
O 0.492222 3.389391 -1.489659 0.4861 -0.5292 -3.3528 -0.061
H -2.237017 -2.861249 1.452039 2.1220 -0.9769 -1.2061 0.069
H -0.916143 -2.539721 0.680613 -0.6226 -0.6240 0.3735 0.023
O -1.551192 -3.275531 0.816315 -0.4982 0.9476 1.7653 -0.110
H 2.166886 -1.259337 2.858949 1.0106 -0.1505 -1.7967 0.090
H 3.179560 -2.369517 2.461079 -0.4304 1.2256 -0.8912 0.107
O 2.776201 -1.539017 2.078408 -0.6520 -0.7503 3.7187 -0.108
H -0.694204 4.416343 0.853480 0.8462 -0.5157 2.0844 0.053
H -1.130664 3.599439 2.072411 2.3012 1.4085 -0.7291 0.093
O -0.309064 4.146706 1.757240 -3.5084 -0.5425 -1.1700 -0.122
H -1.891911 2.209270 -1.099040 -1.0569 1.5989 2.7373 0.083
H -2.589719 1.997200 0.325319 0.6270 1.5589 -0.6956 0.004
O -2.160402 2.721063 -0.225775 0.5127 -2.1466 -2.1465 -0.125
H 3.609379 0.486950 -0.723486 0.1611 -0.1174 -0.9188 -0.008
H 3.577628 0.378372 0.726323 0.8462 0.2698 -0.0713 0.012
O 4.163395 0.720919 0.018543 -0.7622 -0.2300 0.9950 -0.052
H -1.774747 -1.305465 3.746938 0.2690 0.0504 1.2328 0.044
H -2.382988 -0.895786 2.472387 -1.1397 1.3108 -0.8647 0.000
O -1.738729 -1.478044 2.822094 0.5182 -1.0006 -0.2956 -0.022
H 2.991133 -0.421088 -3.649081 0.7279 1.6032 0.3793 0.074
H 2.732288 0.993450 -3.113036 -1.4199 1.1666 0.7903 -0.030
O 3.406603 0.473731 -3.479750 0.9146 -2.7051 -1.0805 -0.049
H -3.457082 -3.002566 -0.262091 0.8023 -0.5543 -0.3625 0.049
H -2.222908 -3.319965 -1.324517 -1.2776 0.3279 0.8573 0.027
O -3.019910 -2.770153 -1.087073 -0.5660 0.1190 -1.5918 -0.100
H -3.132375 0.548970 0.538184 0.5261 -3.8679 -8.1970 -0.114
H -4.125844 1.052710 1.548467 -6.9933 1.5219 1.1432 -0.005
O -3.324000 0.847106 1.317324 5.9560 1.4847 7.6098 0.083
```
Positions in Å, forces in eV/Å.